# 1
{
  "formula": "C7H11I",
  "method": "wB97M-V/def2-TZVPD",
  "elements": ["C", "C", "C", "C", "C", "C", "C", "I", "H", "H", "H", "H", "H", "H", "H", "H", "H", "H", "H"],
  "xyz": [[-1.5821, 1.7445, -0.0122], [-1.1693, 0.4826, 0.2806], [0.1834, 0.0117, -0.0589], [1.5363, 0.3976, 0.4733], [-2.1295, -0.6832, 0.7472], [0.0005, -1.0556, -1.0959], [2.8294, 0.0413, -0.0877], [1.6385, 1.6544, 2.1540], [-2.7026, 2.0285, 0.0122], [-0.9294, 2.4481, -0.5422], [-1.9112, -1.0485, 1.7081], [-2.0597, -1.4902, 0.0950], [-3.1585, -0.2705, 0.7461], [-1.0469, -1.0125, -1.3394], [0.3667, -1.9768, -0.5546], [0.6482, -0.8693, -1.9149], [3.5244, -0.4220, 0.7081], [2.6346, -0.8075, -0.7225], [3.3271, 0.8275, -0.5965]],
  "spin_multiplicity": 3,
  "charge": 0,
  "gap_ev": [6.27, 7.80],
  "e_homo_ev": [-5.621, -9.203],
  "relative_energy_kj_mol": 0.0,
  "e_lumo_ev": [0.65, -1.40]
}

***

# 2
{
  "formula": "C7H11I2N2NdOS",
  "method": "wB97M-V/def2-TZVPD",
  "elements": ["C", "I", "H", "H", "H", "C", "C", "N", "H", "I", "N", "H", "Nd", "C", "O", "C", "C", "H", "H", "H", "C", "H", "H", "H", "S"],
  "xyz": [[1.4517, 2.3506, 0.7651], [2.6728, -0.5008, 2.0563], [1.2885, 3.2961, 0.2288], [1.8613, 1.5826, 0.0910], [2.1953, 2.5027, 1.5527], [-0.3976, -1.9361, -1.9605], [-0.1891, -0.5661, -0.2397], [-0.1009, -1.8405, -0.6141], [-0.9472, -0.3115, -3.3623], [-2.7457, -0.1755, 1.8674], [-0.5526, 0.1460, -1.2952], [-0.3859, -2.8833, -2.4824], [-0.0292, -0.0691, 1.9205], [0.1928, 2.0155, 1.3885], [-0.7231, 2.7113, 1.7099], [-0.6728, -0.6879, -2.3842], [-0.8885, 1.5607, -1.3370], [-1.4585, 1.7551, -2.2539], [0.0132, 2.1896, -1.3363], [-1.5188, 1.8106, -0.4751], [0.0842, -2.9966, 0.2448], [0.6241, -3.7794, -0.3041], [-0.8921, -3.3898, 0.5729], [0.6794, -2.7053, 1.1236], [0.4389, -0.0788, 4.5234]],
  "spin_multiplicity": 4,
  "charge": -2,
  "gap_ev": [3.15, 3.19],
  "e_homo_ev": [1.447, 1.400],
  "e_lumo_ev": [4.60, 4.59]
}

***

# 3
{
  "formula": "C7H11I2N2O2Rh",
  "method": "wB97M-V/def2-TZVPD",
  "elements": ["C", "I", "H", "H", "H", "C", "C", "N", "H", "I", "N", "H", "Rh", "C", "O", "C", "C", "H", "H", "H", "C", "H", "H", "H", "O"],
  "xyz": [[1.2200, -4.1704, 0.0600], [0.2966, -1.0296, -1.6506], [1.9331, -3.8144, -0.5752], [0.5189, -4.4377, -0.7525], [1.4577, -4.8989, 0.7704], [-1.4964, 2.7510, -0.5400], [-0.1249, 1.0400, 0.0806], [-1.3521, 1.5992, 0.2337], [-0.0332, 3.6433, -1.9496], [0.6572, 0.5725, 3.0865], [0.5179, 1.8635, -0.8148], [-2.4319, 3.3244, -0.5542], [0.4023, -0.6768, 0.7259], [0.4725, -3.2025, 1.0437], [-0.7975, -3.3755, 0.9694], [-0.3228, 2.9001, -1.2122], [1.8383, 1.6600, -1.3315], [2.1931, 2.5960, -1.7560], [1.8257, 0.8887, -2.1114], [2.5031, 1.3402, -0.5367], [-2.3832, 1.0469, 1.0783], [-3.3337, 1.0504, 0.5429], [-2.5097, 1.6558, 1.9771], [-2.1224, 0.0334, 1.3728], [1.0717, -2.3594, 1.8433]],
  "spin_multiplicity": 5,
  "charge": -2,
  "gap_ev": [2.11, 6.78],
  "e_homo_ev": [2.466, -2.521],
  "e_lumo_ev": [4.57, 4.26]
}

***

# 4
{
  "formula": "C7H11MgO5P",
  "method": "wB97M-V/def2-TZVPD",
  "elements": ["C", "C", "C", "O", "P", "O", "O", "C", "O", "C", "C", "C", "O", "H", "H", "H", "H", "H", "H", "H", "H", "H", "H", "H", "Mg"],
  "xyz": [[-3.1987, 0.7604, 0.4979], [-2.2886, 1.5295, 0.3744], [-1.0893, 2.3276, 0.0558], [-0.0120, 2.1832, 1.0016], [0.6791, 0.7541, 1.1824], [-0.1129, -0.2433, 1.9009], [2.0571, 1.0748, 1.8742], [1.9734, 1.1662, 3.3389], [1.1616, 0.1517, -0.2674], [0.1722, -0.5433, -0.9599], [0.9555, -1.6597, -1.6933], [0.0566, -2.5390, -2.8435], [0.5848, -2.9157, -1.4233], [-4.0061, 0.0673, 0.5191], [-1.3556, 3.3831, 0.0528], [-0.7350, 2.0888, -0.9484], [2.1303, 0.1636, 3.7279], [2.7921, 1.8096, 3.6433], [1.0133, 1.5539, 3.6664], [-0.5687, -1.0399, -0.3254], [-0.2626, 0.0842, -1.7470], [1.9945, -1.4583, -1.9674], [-0.6927, -1.7203, -2.8213], [-0.7356, -3.2787, -2.6073], [-0.5894, -4.2751, -4.2434]],
  "charge": 2,
  "gap_ev": 2.95,
  "e_homo_ev": -15.120,
  "e_lumo_ev": -12.17
}

***

# 5
{
  "formula": "C7H11N",
  "method": "wB97M-V/def2-TZVPD",
  "elements": ["C", "C", "C", "C", "C", "C", "C", "N", "H", "H", "H", "H", "H", "H", "H", "H", "H", "H", "H"],
  "xyz": [[1.0778, -1.4305, 0.5113], [-2.3630, 0.2887, -0.7374], [-1.5272, 0.0504, 0.2390], [-1.6519, 0.0060, 1.6738], [1.6176, 0.9630, 0.3758], [1.4064, -0.3635, -1.7232], [1.1015, -0.2624, -0.2040], [0.8875, -2.4547, 0.9642], [-2.2507, 0.1531, -1.8541], [-3.4446, 0.1724, -0.4854], [-2.7381, 0.0625, 1.8698], [-1.2881, 0.9238, 2.2880], [-1.1495, -0.9207, 2.1071], [1.4124, 1.8403, -0.2664], [2.7143, 0.8710, 0.4760], [1.2423, 1.1747, 1.2968], [0.9852, 0.3882, -2.5489], [1.4640, -1.3513, -2.0970], [2.5041, -0.1107, -1.8854]],
  "charge": 0,
  "gap_ev": [7.86, 8.37],
  "e_homo_ev": [-8.357, -8.360],
  "relative_energy_kj_mol": 537.6,
  "e_lumo_ev": [-0.49, 0.00]
}

***

# 6
{
  "formula": "C7H11N",
  "method": "wB97M-V/def2-TZVPD",
  "elements": ["C", "C", "C", "C", "C", "N", "C", "C", "H", "H", "H", "H", "H", "H", "H", "H", "H", "H", "H"],
  "xyz": [[1.8461, 0.1709, 1.2392], [1.8533, 0.7287, -0.1760], [0.4530, 1.1556, -0.6652], [-0.6672, 0.1841, -0.5199], [-0.7078, -1.1070, -0.9871], [-1.8480, -1.6893, -0.5175], [-2.5283, -0.8041, 0.2822], [-1.8307, 0.3706, 0.2876], [1.6517, 0.9068, 2.0086], [2.7428, -0.3970, 1.5077], [1.0764, -0.6166, 1.2383], [2.4601, 1.6242, -0.2927], [2.2896, 0.0109, -0.8635], [0.2102, 2.0819, -0.1659], [0.6001, 1.4105, -1.7220], [0.1061, -1.6170, -1.4828], [-2.0953, -2.6666, -0.5165], [-3.4646, -1.0954, 0.7331], [-2.1476, 1.3488, 0.6123]],
  "charge": 0,
  "gap_ev": 9.18,
  "e_homo_ev": -8.145,
  "relative_energy_kj_mol": 51.7,
  "smiles": "CCCc1cc[nH]c1",
  "e_lumo_ev": 1.03
}

***

# 7
{
  "formula": "C7H11N",
  "method": "wB97M-V/def2-TZVPD",
  "elements": ["C", "C", "C", "C", "C", "C", "C", "N", "H", "H", "H", "H", "H", "H", "H", "H", "H", "H", "H"],
  "xyz": [[0.3162, 0.6641, -0.4416], [1.7338, 0.4476, 0.0521], [-0.3908, 1.8318, 0.2194], [-0.8407, -1.7942, 1.4224], [-0.5128, -0.5592, -0.7105], [0.1350, 0.5835, -2.0285], [-0.9137, -1.6405, -0.0612], [-0.8664, -0.2003, -2.1313], [0.6922, 1.0869, -2.8087], [-1.4411, -2.4081, -0.6119], [1.7589, 0.3027, 1.1428], [2.3536, 1.3047, -0.2039], [2.1604, -0.4453, -0.3991], [-1.4228, 1.8666, -0.1108], [-0.3841, 1.7196, 1.2970], [0.1009, 2.7672, -0.0413], [-0.4197, -2.7673, 1.6897], [-0.2218, -1.0158, 1.8664], [-1.8370, -1.7440, 1.8590]],
  "charge": 0,
  "gap_ev": 9.48,
  "e_homo_ev": -8.577,
  "relative_energy_kj_mol": 254.0,
  "e_lumo_ev": 0.90
}

***

# 8
{
  "formula": "C7H11N",
  "method": "wB97M-V/def2-TZVPD",
  "elements": ["C", "C", "C", "C", "C", "C", "C", "H", "H", "H", "H", "H", "H", "H", "H", "H", "H", "H", "N"],
  "xyz": [[1.9631, -1.3527, -0.2195], [0.4929, 0.6535, -0.9097], [-1.0037, 0.2901, -0.8515], [-1.0338, -0.7310, 0.2602], [-0.6801, 0.3584, 1.1808], [-1.5318, 1.1460, 0.2455], [0.5954, 0.7691, 0.5935], [3.0236, -1.2951, -1.1259], [2.2669, -1.8371, 0.9392], [1.0871, -2.0125, -0.7184], [0.8154, 1.3750, -1.5730], [-1.2684, -0.0162, -1.9233], [-2.1296, -1.3198, 0.4299], [-0.2769, -1.4730, 0.2705], [-0.6524, 0.4376, 2.1977], [-1.5858, 2.2159, -0.2057], [-2.5561, 1.2141, 0.5070], [1.0643, 1.5525, 1.0372], [1.4097, 0.0251, -0.1344]],
  "charge": 0,
  "gap_ev": 9.17,
  "e_homo_ev": -8.205,
  "relative_energy_kj_mol": 757.9,
  "e_lumo_ev": 0.97
}

***

Number 1: energy -15532.77917 eV. Number 2: energy -54775.49020 eV. Number 3: energy -33719.00145 eV. Number 4: energy -32383.92370 eV. Number 5: energy -8922.15663 eV. Number 6: energy -8927.19305 eV. Number 7: energy -8925.09639 eV. Number 8: energy -8919.87406 eV.